The following is a DFT calculation (ωB97M-V with the def2-TZVPD basis set) of a molecular structure, C8H12N2 in a non-equilibrium geometry.

Structure (XYZ):
```
22
Properties=species:S:1:pos:R:3:forces:R:3
C -1.96730 -2.13092 -0.07821 -2.0 0.9 -1.3
C -0.88173 -1.08918 0.04077 1.3 -0.6 -2.0
C -0.48803 -0.55457 1.25358 -0.6 -0.6 1.2
C 0.31747 0.59458 1.24118 0.7 0.6 1.9
C 0.95645 0.96570 0.10031 -0.8 0.8 0.4
C 1.78053 2.18554 -0.01421 2.8 0.9 1.2
C 0.53066 0.44793 -1.11831 1.9 0.5 0.3
C -0.20459 -0.63703 -1.26387 -3.8 -3.3 2.4
H -3.00003 -1.61263 0.72667 3.1 -2.3 -2.8
H -2.24667 -2.01264 -1.41818 0.1 -0.9 4.6
H -1.57699 -3.21366 0.19733 -1.3 2.2 -0.5
H -0.76669 -0.99239 2.34410 0.0 1.0 -2.9
H 0.40682 0.58821 3.23413 0.4 2.4 -0.9
H 1.08515 2.37712 2.56279 -2.7 -5.1 -0.3
H 3.00504 2.12445 0.13863 -3.1 -0.2 0.1
H 1.70595 2.38475 -1.05524 0.1 1.2 -0.7
H 1.37384 3.01643 0.62287 0.6 -0.5 -0.9
H 0.96682 0.97906 -1.90901 0.4 0.1 -1.7
H -0.73862 -2.11433 -2.74703 -1.2 -3.4 0.4
H 0.40387 -1.07816 -3.10313 -1.4 0.0 0.4
N 0.35148 1.34993 2.47519 2.4 1.3 0.7
N -0.47709 -1.22686 -2.55539 3.1 4.7 0.1
```
Forces are in eV/Å.

Calculated values
electronic energy: -421.3664 a.u.
maximum force: 5.7 eV Å⁻¹
HOMO-LUMO gap: 8.16 eV
energy relative to the best compared isomer or geometry (same formula, charge and spin): 5.273 eV
HOMO: -7.26 eV